1.
16
Properties=species:S:1:pos:R:3 method="wB97M-V/def2-TZVPD" charge=-1 e_tot_ha=-288.2473 homo_lumo_gap_ev=4.7665 lumo_energy_ev=2.80 de_lowest_kj_mol=378.95 e_homo_ev=-2.0 largest_force_ev_per_a=4.218
C 2.3007 -3.2206 -0.6848
O 2.3764 -4.1767 -1.6249
C 1.1359 -2.2326 -0.9804
C -0.7323 3.4635 0.8623
C -1.9808 3.7421 1.2805
N -3.1818 2.7504 1.1808
H 3.2552 -2.6281 -0.5793
H 2.0014 -3.6658 0.3173
H 0.1077 4.0274 1.2374
H 1.1178 -1.3044 -0.3869
H 1.0819 -2.0319 -2.0491
H -0.6895 2.4491 0.4766
H -2.4259 4.6932 1.5217
H -2.6255 2.9279 0.3222
H -2.9321 1.9872 1.7985
H 0.2439 -2.7795 -0.6443

2.
49
Properties=species:S:1:pos:R:3 method="wB97M-V/def2-TZVPD" charge=0 e_tot_ha=-982.6590 homo_lumo_gap_ev=8.7748 lumo_energy_ev=0.74 de_lowest_kj_mol=1807.05 e_homo_ev=-8.0 largest_force_ev_per_a=19.378
O 3.3703 0.0281 2.4456
H 3.0022 -0.6175 2.9077
C 2.8913 0.1114 1.0365
C 1.3323 0.1166 1.1371
C 0.1155 0.0271 1.1770
C -1.4066 0.1884 1.4835
H -1.7399 1.1424 1.9409
H -1.7115 -0.4366 2.0457
C -2.0503 0.0364 -0.0312
N -3.3852 0.2231 0.0895
C -4.2291 -0.6157 0.7309
C -5.7304 -0.3109 0.8136
C -6.2364 -0.2280 -0.5356
C -5.3952 1.1249 -1.0491
C -3.9792 0.5551 -1.3407
H -3.4379 1.3345 -1.5351
H -3.8882 -0.4717 -1.8292
H -5.4781 1.8866 -0.3936
H -5.7037 1.3857 -2.1397
H -7.3126 0.3491 -0.1616
H -6.3355 -0.9352 -1.1548
H -5.7762 0.5553 1.7328
H -6.1761 -1.1107 1.4476
H -3.7851 -0.9972 1.8539
H -4.1292 -1.5589 -0.1528
H -1.6825 -0.9965 -0.2706
H -1.5339 0.5102 -0.6615
C 3.3676 1.3783 0.2965
C 4.4287 1.0452 -0.2815
C 5.1031 2.1400 -0.9504
C 4.4734 3.5307 -0.9816
C 3.2625 3.5350 -0.3292
C 2.7619 2.5044 0.4469
H 1.7992 2.4461 0.9762
H 2.7861 4.4610 -0.1177
H 4.9430 4.4781 -1.3862
H 6.0120 2.0704 -1.7548
H 4.9884 0.1373 -0.1971
C 3.0025 -1.2264 0.3215
C 2.2407 -1.3922 -0.7947
C 2.6908 -2.7577 -1.4362
C 3.3905 -3.5281 -0.8789
C 4.0989 -3.3947 0.0980
C 3.8950 -2.3315 0.8046
H 4.3714 -1.9255 1.6239
H 5.0756 -4.1265 0.4310
H 3.8092 -4.6166 -1.6283
H 2.2226 -3.0156 -2.4862
H 1.6680 -0.7075 -1.3628

3.
66
Properties=species:S:1:pos:R:3 method="wB97M-V/def2-TZVPD" smiles="CCCCN1CC(=O)N2[C@H](c3ccc(Cl)cc3)[C@@H]3C(=O)N(CC)C(=O)[C@@H]3[C@]2(Cc2ccccc2)C1=O" charge=0 e_tot_ha=-2010.5072 homo_lumo_gap_ev=9.4183 lumo_energy_ev=0.48 de_lowest_kj_mol=0.00 e_homo_ev=-8.9 largest_force_ev_per_a=0.552
C 2.2995 -1.7369 -2.2578
C 3.2942 -0.5861 -2.1641
C 4.2559 -0.7409 -0.9786
C 3.8409 0.0954 0.2336
N 2.4779 -0.1467 0.6729
C 2.2396 -1.3515 1.4299
C 0.7971 -1.8477 1.4346
O 0.5186 -3.0096 1.6356
N -0.1105 -0.8823 1.2087
C -1.5495 -1.1271 1.2092
C -1.9352 -2.2939 0.3319
C -1.2876 -2.5357 -0.8726
C -1.6808 -3.5781 -1.6897
C -2.7399 -4.3822 -1.3018
Cl -3.2442 -5.6784 -2.3237
C -3.3971 -4.1574 -0.1035
C -2.9883 -3.1162 0.7080
C -2.1680 0.2189 0.7204
C -2.9573 0.0117 -0.5621
O -4.0955 -0.3534 -0.6755
N -2.1027 0.2911 -1.6004
C -2.4437 0.0486 -2.9886
C -3.2252 1.2186 -3.5724
C -0.8579 0.7477 -1.2013
O 0.0804 0.8623 -1.9366
C -0.9623 1.0530 0.2913
C 0.1986 0.5289 1.1388
C 0.1667 1.1287 2.5766
C 0.4289 2.6065 2.6081
C -0.6214 3.5130 2.5308
C -0.3790 4.8752 2.5331
C 0.9187 5.3479 2.6159
C 1.9703 4.4527 2.7101
C 1.7262 3.0921 2.7092
C 1.5687 0.8389 0.5374
O 1.8055 1.9208 0.0451
H 1.5912 -1.5528 -3.0619
H 1.7437 -1.8447 -1.3299
H 2.8115 -2.6768 -2.4578
H 2.7458 0.3519 -2.0705
H 3.8643 -0.5444 -3.0937
H 4.3304 -1.7955 -0.7037
H 5.2567 -0.4091 -1.2598
H 4.5201 -0.0972 1.0721
H 3.8881 1.1552 -0.0274
H 2.8538 -2.1590 1.0230
H 2.5428 -1.2143 2.4808
H -1.8804 -1.3451 2.2328
H -0.4607 -1.9140 -1.1803
H -1.1687 -3.7650 -2.6204
H -4.2183 -4.7912 0.1908
H -3.4994 -2.9410 1.6424
H -2.7948 0.6684 1.4896
H -3.0395 -0.8666 -3.0276
H -1.5038 -0.0943 -3.5265
H -2.6356 2.1310 -3.5204
H -4.1511 1.3608 -3.0207
H -3.4655 1.0161 -4.6120
H -1.0823 2.1321 0.4071
H 0.9221 0.6064 3.1684
H -0.8110 0.9141 3.0125
H -1.6411 3.1539 2.4857
H -1.2059 5.5673 2.4710
H 1.1092 6.4106 2.6132
H 2.9845 4.8155 2.7834
H 2.5522 2.3999 2.7875

4.
83
Properties=species:S:1:pos:R:3 method="wB97M-V/def2-TZVPD" charge=-2 e_tot_ha=-2725.3564 homo_lumo_gap_ev=6.6965 lumo_energy_ev=3.86 de_lowest_kj_mol=0.00 e_homo_ev=-2.8 largest_force_ev_per_a=0.131
Rb -1.0912 0.3033 0.7068
C -2.7740 3.3803 -3.3608
C -2.2468 2.2606 -2.5037
N -2.6543 2.0322 -1.3091
N -3.6332 2.8614 -0.8393
C -3.9766 2.5674 0.4170
O -3.5424 1.6802 1.1777
C -5.0670 3.4762 0.9580
C -5.5145 3.2736 2.2591
C -6.5096 4.0755 2.8013
C -7.0719 5.0947 2.0448
C -6.6305 5.3035 0.7435
C -5.6359 4.5003 0.2043
C -1.2199 1.3443 -3.0632
C -1.0047 1.2494 -4.4390
C -0.0603 0.3545 -4.9244
C 0.6667 -0.4190 -4.0378
C 0.3973 -0.2407 -2.6861
N -0.5122 0.5961 -2.2069
H -3.1101 4.1873 -2.7137
H -3.6382 3.0588 -3.9516
H -2.0098 3.7479 -4.0470
H -5.0584 2.4724 2.8259
H -6.8467 3.9053 3.8174
H -7.8486 5.7231 2.4657
H -7.0646 6.0978 0.1466
H -5.2798 4.6464 -0.8061
H -1.5851 1.8543 -5.1227
H 0.1039 0.2664 -5.9925
H 1.4172 -1.1381 -4.3486
H 0.9557 -0.8040 -1.9488
O 4.4737 -2.7902 -2.4505
C 3.3229 -2.9891 -2.8900
O 2.9391 -3.0782 -4.0778
C 2.1979 -3.0550 -1.8341
C 0.8987 -3.4043 -2.1846
C -0.1161 -3.2253 -1.2594
N 0.0665 -2.7130 -0.0401
C 1.3253 -2.4612 0.3322
C 2.4081 -2.6445 -0.5256
C 1.5674 -1.9126 1.7467
O 2.7075 -2.0923 2.2137
O 0.6086 -1.3131 2.3005
H 0.6939 -3.7363 -3.1940
H -1.1445 -3.4575 -1.5238
H 3.4088 -2.4301 -0.1787
O 1.3768 2.3737 0.3764
S 2.2529 1.1775 0.1862
C 3.7970 1.5174 1.0382
C 4.4190 0.4942 1.7329
C 5.6173 0.7723 2.3852
C 6.1567 2.0478 2.3486
C 5.5023 3.0689 1.6634
C 4.3154 2.8051 1.0036
C 2.9055 1.2828 -1.4850
C 3.6939 0.2531 -1.9799
C 4.0841 0.2818 -3.3098
C 3.6941 1.3427 -4.1193
C 2.9055 2.3661 -3.6095
C 2.4939 2.3358 -2.2834
H 3.9611 -0.4906 1.7962
H 6.1164 -0.0164 2.9338
H 7.0873 2.2562 2.8633
H 5.9217 4.0676 1.6458
H 3.7767 3.5796 0.4709
H 3.9820 -0.5936 -1.3679
H 4.6469 -0.5578 -3.6991
H 3.9813 1.3538 -5.1641
H 2.5799 3.1748 -4.2530
H 1.8331 3.0855 -1.8662
C -0.1672 -2.9910 4.8647
Sb -1.7716 -2.2877 3.6241
C -1.5970 -0.2231 4.2028
C -3.2562 -2.6845 5.1828
H -0.2438 -2.5341 5.8532
H 0.7727 -2.7096 4.3936
H -0.2204 -4.0760 4.9664
H -1.7029 -0.1389 5.2855
H -2.3638 0.3849 3.7192
H -0.6064 0.1154 3.9032
H -2.9049 -2.3079 6.1460
H -3.4384 -3.7578 5.2686
H -4.2004 -2.1956 4.9352

5.
43
Properties=species:S:1:pos:R:3 method="wB97M-V/def2-TZVPD" smiles="CC[C@@H](F)c1cccc2nc(CCF)cnc12.COC(=O)OC" charge=0 e_tot_ha=-1156.5698 homo_lumo_gap_ev=8.3908 lumo_energy_ev=-0.44 de_lowest_kj_mol=377.15 e_homo_ev=-8.8 largest_force_ev_per_a=4.329
C 0.1308 -1.6069 -0.5440
C 0.2758 -0.3563 -1.5294
C 0.3717 0.9557 -0.6686
F 1.3566 1.8750 -1.1591
C -0.9861 1.6933 -0.4265
C -2.2386 1.2829 -1.0602
C -3.5256 2.0347 -0.8060
C -3.4833 3.1502 0.1161
C -2.2324 3.6061 0.8357
N -2.3784 4.6723 1.7206
C -1.1657 4.9328 2.2796
C -1.1282 6.0902 3.3613
C -1.0823 5.3689 4.7842
F -1.9107 4.2073 4.7401
C 0.1300 4.2489 1.9852
N 0.2266 3.2163 1.1086
C -0.9919 2.8694 0.5326
H -0.9348 -1.7803 -0.2346
H 0.7442 -1.4776 0.3916
H 0.5356 -2.5323 -1.0521
H -0.5349 -0.3525 -2.3042
H 1.2402 -0.5429 -2.0940
H 0.7530 0.6439 0.3505
H -2.3156 0.4057 -1.7521
H -4.5061 1.7521 -1.2764
H -4.4382 3.7078 0.3128
H -2.1065 6.6568 3.3104
H -0.2789 6.8036 3.2027
H -1.4283 6.0494 5.6083
H -0.0194 5.0149 4.9380
H 1.0585 4.5847 2.5106
C 0.7025 -7.3699 -3.2749
O 2.1213 -7.2200 -3.2485
C 2.5717 -6.4310 -2.2649
O 1.8946 -5.8680 -1.4430
O 3.9064 -6.3772 -2.3548
C 4.5277 -5.5641 -1.3601
H 0.4558 -8.0261 -4.1082
H 0.3467 -7.8314 -2.3527
H 0.2163 -6.4068 -3.4359
H 4.3239 -5.9537 -0.3618
H 4.1937 -4.5291 -1.4450
H 5.6024 -5.5965 -1.5320

6.
9
Properties=species:S:1:pos:R:3 method="wB97M-V/def2-TZVPD" charge=0 e_tot_ha=-718.3630 homo_lumo_gap_ev="7.8293 / 7.2163" lumo_energy_ev="-0.18 / -0.42" de_lowest_kj_mol=546.34 e_homo_ev="-8.0 / -7.6" largest_force_ev_per_a=3.300
C -0.9647 -0.1597 0.4328
N -0.3649 0.2455 -0.6606
O -0.8740 -0.9040 1.3966
O -0.9896 1.1934 -1.5771
O 1.2209 -1.7493 0.0156
S 0.7312 -2.0931 1.3602
H 0.2165 -0.4194 -1.0965
H -1.1130 1.9701 -1.0494
H 1.2588 -1.1464 2.1745

7.
41
Properties=species:S:1:pos:R:3 method="wB97M-V/def2-TZVPD" charge=0 e_tot_ha=-7269.7789 homo_lumo_gap_ev=6.0123 lumo_energy_ev=-0.68 de_lowest_kj_mol=0.00 e_homo_ev=-6.7 largest_force_ev_per_a=1.193
Sc -0.7912 -1.4755 0.2259
O 1.8212 -4.0993 1.4346
C 1.7123 -3.0461 0.6635
O 0.7797 -2.9087 -0.1176
C 2.8894 -2.1039 0.8104
O 2.6927 -0.8663 0.1972
C 2.4890 0.2307 1.0779
C 1.1197 0.2236 1.7806
O 0.7566 1.2010 2.4023
O 0.4591 -0.8798 1.6283
H 1.0270 -4.6534 1.3535
H 3.1164 -2.0143 1.8752
H 3.7367 -2.5960 0.3212
H 3.2773 0.2791 1.8353
H 2.5559 1.1262 0.4625
N -2.4353 0.4209 2.4691
C -2.0713 1.2149 1.4534
N -2.3760 2.5027 1.5307
C -1.9283 3.2607 0.5392
N -2.2315 4.5643 0.5536
N -1.1687 2.8207 -0.4841
C -0.9641 1.5264 -0.5042
N -1.4335 0.6487 0.3922
C -0.1153 0.9943 -1.5997
C 0.2593 1.8051 -2.6613
C 1.0287 1.2577 -3.6719
C 1.3970 -0.0757 -3.5857
C 0.9893 -0.8088 -2.4865
N 0.2571 -0.2868 -1.5068
H -2.7583 0.9004 3.2921
H -1.9078 -0.4319 2.6247
H -2.7355 4.9382 1.3368
H -1.8202 5.1727 -0.1282
H -0.0660 2.8342 -2.6671
H 1.3292 1.8609 -4.5181
H 1.9826 -0.5498 -4.3603
H 1.2430 -1.8547 -2.3807
Se -1.6884 -3.0810 2.0656
Te -4.1053 -2.7298 1.4159
Te -3.9491 -3.5529 -1.1468
Se -2.3731 -1.7685 -1.9225

8.
9
Properties=species:S:1:pos:R:3 method="wB97M-V/def2-TZVPD" charge=0 e_tot_ha=-601.2882 homo_lumo_gap_ev=7.9091 lumo_energy_ev=-1.29 de_lowest_kj_mol=60.02 e_homo_ev=-9.2 largest_force_ev_per_a=2.787
C -0.1690 -0.1692 -0.1318
C 0.4351 0.4588 -1.3023
O 0.7232 -0.7329 0.7129
O -1.3420 -0.2293 0.1187
O -0.9862 0.2501 2.9181
I -0.3459 -1.3160 2.4192
H -0.3826 0.2386 -2.1260
H 0.6857 1.6092 -1.1060
H 1.3817 -0.1093 -1.5028